# 1
{"formula": "C5H8O3", "method": "ωB97M-V with the def2-TZVPD basis set", "lumo_energy_ev": 0.5, "gap_ev": 11.04, "de_lowest_ev": 1.940, "spin_multiplicity": 1, "species": ["C", "C", "C", "C", "C", "O", "O", "O", "H", "H", "H", "H", "H", "H", "H", "H"], "xyz": [[-1.079, -1.899, -1.532], [-0.833, -0.221, -0.388], [-0.070, 0.530, 0.659], [0.379, 1.867, 0.069], [1.095, -0.302, 1.192], [-1.693, 0.188, -1.198], [-0.996, -1.594, -0.172], [-0.139, -1.456, -2.205], [-1.525, -2.895, -1.655], [-0.785, 0.717, 1.471], [0.814, 2.484, 0.853], [-0.462, 2.393, -0.375], [1.137, 1.708, -0.698], [0.748, -1.235, 1.629], [1.622, 0.256, 1.962], [1.789, -0.541, 0.388]], "forces_ev_per_a": [[5.4, -2.0, -0.3], [-5.0, 1.0, 0.2], [0.7, 0.2, -0.7], [0.0, 0.0, 0.2], [-0.1, 0.1, 0.1], [2.7, 1.0, 2.2], [0.0, 0.8, -0.9], [-2.8, -1.6, 0.0], [-0.9, 0.6, -0.7], [-0.1, -0.1, -0.2], [0.0, 0.1, 0.0], [0.0, 0.0, 0.0], [0.0, 0.0, 0.0], [0.0, -0.1, 0.0], [0.1, 0.1, 0.0], [0.1, 0.0, 0.0]], "mulliken_charge": [0.132, 0.559, 0.809, -1.397, -1.408, -0.614, -0.349, -0.463, 0.386, 0.181, 0.392, 0.342, 0.344, 0.354, 0.398, 0.334]}

---

# 2
{"formula": "C5H8O3", "method": "ωB97M-V with the def2-TZVPD basis set", "lumo_energy_ev": 0.7, "gap_ev": 10.43, "de_lowest_ev": 2.549, "spin_multiplicity": 1, "smiles": "C[C@@](O)(C=O)[C@H]1CO1", "species": ["C", "C", "O", "C", "O", "C", "C", "O", "H", "H", "H", "H", "H", "H", "H", "H"], "xyz": [[-1.068, 1.408, -0.868], [-0.393, 0.416, 0.045], [0.066, 1.173, 1.152], [-1.517, -0.519, 0.396], [-1.679, -1.618, -0.105], [0.769, -0.441, -0.536], [2.123, 0.103, -0.430], [1.682, -0.938, 0.375], [-0.486, 2.336, -0.965], [-2.090, 1.708, -0.471], [-1.229, 0.922, -1.877], [0.593, 0.664, 1.780], [-2.382, -0.127, 0.861], [0.408, -1.162, -1.253], [2.953, -0.203, -1.092], [2.196, 1.125, 0.001]], "forces_ev_per_a": [[-1.0, 0.2, -1.4], [1.2, -0.6, 1.0], [-0.4, 0.4, 0.3], [-0.5, -2.0, -1.7], [0.8, 0.5, 0.5], [-1.3, 1.1, -0.9], [1.0, 1.1, -1.4], [0.0, -0.7, 2.3], [0.0, -0.5, 0.0], [1.2, -0.4, -0.4], [0.2, 0.7, 1.0], [-0.1, -0.4, -0.3], [-0.9, 1.1, 1.5], [0.3, 0.0, -0.4], [-0.7, 0.3, 0.1], [0.1, -0.9, -0.1]], "mulliken_charge": [-1.479, 1.171, -0.636, -0.473, -0.487, -0.218, -0.311, -0.465, 0.338, 0.369, 0.331, 0.377, 0.484, 0.494, 0.299, 0.204]}

---

# 3
{"formula": "C5H8O3Sr", "method": "ωB97M-V with the def2-TZVPD basis set", "lumo_energy_ev": -1.2, "gap_ev": 4.65, "de_lowest_ev": 2.063, "spin_multiplicity": 1, "species": ["O", "C", "C", "H", "H", "H", "H", "O", "O", "C", "C", "C", "H", "H", "H", "H", "Sr"], "xyz": [[-1.174, -2.098, -0.944], [-0.583, -1.667, -1.983], [-1.198, -0.610, -2.841], [0.520, -1.790, -2.019], [-0.583, 0.300, -2.772], [-1.182, -0.931, -3.897], [-2.237, -0.390, -2.563], [-0.153, -0.158, 1.175], [1.250, -1.832, 1.605], [0.916, 0.848, 1.410], [0.243, 2.046, 2.058], [0.094, -1.478, 1.199], [1.249, 1.140, 0.399], [0.964, 2.876, 2.125], [-0.628, 2.403, 1.478], [-0.103, 1.830, 3.080], [2.605, -0.488, 2.491]], "forces_ev_per_a": [[1.7, 0.6, -4.7], [-1.9, 0.0, 5.1], [-0.1, -0.1, -0.9], [-0.3, -0.5, -0.5], [-0.2, -0.2, 0.0], [0.0, 0.2, 0.2], [0.4, -0.2, 0.1], [0.5, 0.2, -0.2], [0.5, -0.4, -0.5], [-0.2, 0.3, -0.2], [-0.1, 0.2, -0.1], [-1.9, -0.5, 0.5], [-0.1, 0.1, 0.0], [-0.2, -0.1, 0.0], [0.2, -0.1, 0.2], [0.0, 0.0, -0.2], [1.6, 0.5, 1.1]], "mulliken_charge": [-0.390, 0.179, -0.886, 0.291, 0.238, 0.330, 0.273, -0.061, -0.828, -0.784, -0.914, -0.135, 0.324, 0.313, 0.264, 0.272, 1.515]}

---

# 4
{"formula": "C5H8O4", "method": "ωB97M-V with the def2-TZVPD basis set", "lumo_energy_ev": 6.5, "gap_ev": 6.91, "de_lowest_ev": 2.345, "spin_multiplicity": 1, "total_charge": -2, "species": ["C", "C", "O", "O", "H", "H", "H", "C", "C", "C", "O", "O", "H", "H", "H", "H", "H"], "xyz": [[-0.514, 0.965, 1.836], [-0.092, 2.306, 2.387], [-0.471, 2.403, 3.553], [0.442, 3.100, 1.649], [-0.347, 1.048, 0.726], [-1.595, 1.080, 2.162], [-0.198, 0.174, 2.404], [0.720, -1.467, -1.975], [-0.494, -0.522, -2.062], [0.841, -1.656, -0.320], [0.792, -0.601, 0.266], [0.819, -2.838, 0.105], [0.585, -2.386, -2.524], [1.649, -0.939, -2.292], [-0.253, 0.171, -1.223], [-1.431, -0.805, -1.630], [-0.453, -0.032, -3.061]], "forces_ev_per_a": [[-2.8, 3.1, -2.2], [-0.8, -2.6, 0.2], [-0.2, 1.6, 3.3], [1.6, 2.6, -1.6], [-0.5, -1.0, 1.5], [0.5, -0.6, -1.1], [1.4, -2.1, 0.7], [-0.3, 0.5, 2.1], [2.2, 1.5, 0.0], [-0.4, -2.2, -2.4], [1.1, 0.7, 0.8], [0.4, -0.1, 0.0], [0.1, -0.5, 0.0], [-0.7, -0.3, 0.0], [0.2, 0.5, -1.2], [-0.9, -1.2, -0.7], [-0.9, 0.0, 0.7]], "mulliken_charge": [-0.590, 0.495, -0.743, -0.701, -0.026, 0.262, 0.352, -0.472, -0.803, 0.411, -0.576, -0.778, 0.293, 0.202, 0.047, 0.324, 0.304]}

---

# 5
{"formula": "C5H8O4", "method": "ωB97M-V with the def2-TZVPD basis set", "lumo_energy_ev": -0.1, "gap_ev": 10.12, "de_lowest_ev": 1.354, "spin_multiplicity": 1, "smiles": "C[C@@H](C(=O)O)[C@H](O)C=O", "species": ["C", "C", "C", "O", "O", "C", "O", "C", "O", "H", "H", "H", "H", "H", "H", "H", "H"], "xyz": [[0.695, -0.942, 1.315], [0.573, -0.527, -0.133], [-0.991, -0.938, -0.645], [-1.784, -1.583, -0.002], [-1.078, -0.858, -1.994], [0.724, 0.948, -0.396], [1.541, 1.626, 0.536], [-0.757, 1.431, -0.235], [-1.127, 1.901, 0.842], [1.683, -0.678, 1.707], [-0.053, -0.420, 1.926], [0.532, -2.015, 1.440], [1.194, -1.137, -0.792], [-1.843, -1.422, -2.233], [1.055, 1.164, -1.414], [0.944, 1.915, 1.259], [-1.308, 1.535, -1.181]], "forces_ev_per_a": [[0.0, 0.2, 0.4], [-2.4, -1.5, -0.7], [2.2, -2.4, 0.5], [0.5, 1.2, -0.2], [-0.4, 0.1, 0.0], [-1.2, 1.1, 0.7], [-0.4, -0.1, 0.0], [1.4, 2.8, 1.6], [0.3, -1.2, -2.0], [-0.2, -0.1, -0.2], [0.1, -0.1, -0.1], [0.0, 0.2, -0.1], [0.0, 0.0, 0.0], [0.2, 0.4, 0.0], [0.1, 0.0, 0.1], [0.3, -0.2, -0.4], [-0.6, -0.4, 0.3]], "mulliken_charge": [-1.441, 0.352, 0.393, -0.560, -0.429, -0.238, -0.576, 0.005, -0.537, 0.367, 0.315, 0.392, 0.449, 0.342, 0.357, 0.383, 0.429]}

---

# 6
{"formula": "C5H8O4Rh", "method": "ωB97M-V with the def2-TZVPD basis set", "lumo_energy_ev": [-3.0, -7.3], "gap_ev": [10.70, 6.61], "de_lowest_ev": 0.000, "s2": 6.03, "spin_multiplicity": 5, "total_charge": 1, "species": ["H", "Rh", "O", "O", "C", "C", "O", "C", "H", "H", "H", "H", "C", "C", "O", "H", "H", "H"], "xyz": [[0.992, 0.096, -2.100], [-0.810, 0.547, 0.658], [1.899, -1.691, -1.712], [0.906, -0.430, -0.141], [1.957, -0.284, 0.863], [1.282, -0.184, 2.223], [0.230, 0.717, 2.185], [1.282, -0.712, -1.406], [2.632, -1.143, 0.783], [2.499, 0.643, 0.634], [2.070, 0.129, 2.936], [0.979, -1.200, 2.546], [-3.709, -1.102, -0.728], [-3.551, 0.154, -0.265], [-2.420, 0.805, -0.084], [-4.713, -1.510, -0.851], [-4.456, 0.728, -0.004], [-2.852, -1.724, -1.003]], "forces_ev_per_a": [[-0.2, -0.3, 0.0], [1.0, 0.3, 1.5], [-0.8, 1.2, 0.6], [0.2, 0.0, 1.0], [1.0, -0.1, 0.3], [1.6, -0.8, 0.2], [0.5, -0.1, 0.8], [1.4, -1.3, -2.3], [-0.2, 0.2, 0.1], [-0.1, -0.2, 0.0], [-0.4, 0.0, -0.2], [-0.3, 0.5, -0.1], [0.6, -1.0, -0.5], [-0.7, 1.8, 0.7], [-4.2, -0.4, -2.4], [0.4, 0.1, 0.1], [0.5, -0.1, -0.1], [-0.3, 0.2, 0.0]], "lowdin_spin": [0.000, 2.442, 0.013, 0.103, 0.008, 0.052, 0.438, 0.007, 0.000, 0.000, 0.009, 0.014, 0.351, 0.088, 0.444, 0.016, 0.000, 0.014]}

---

# 7
{"formula": "C5H8O5S", "method": "ωB97M-V with the def2-TZVPD basis set", "lumo_energy_ev": -0.4, "gap_ev": 9.58, "de_lowest_ev": 1.628, "spin_multiplicity": 1, "species": ["C", "C", "C", "C", "C", "O", "O", "O", "O", "O", "S", "H", "H", "H", "H", "H", "H", "H", "H"], "xyz": [[-1.257, 0.439, 0.539], [-0.261, -0.634, 0.887], [0.436, -1.178, -0.377], [1.027, -2.582, -0.108], [-1.430, 2.551, -0.625], [-2.443, 0.153, 0.643], [1.998, 1.947, -0.158], [1.338, 0.164, 1.530], [1.387, -0.346, -0.801], [-0.696, 1.509, 0.031], [2.229, 0.631, 0.299], [-0.587, -1.119, 1.767], [-0.470, -1.137, -1.077], [1.718, -2.680, 0.753], [1.530, -2.720, -1.044], [0.379, -3.368, -0.091], [-1.641, 2.453, -1.637], [-0.751, 3.321, -0.366], [-2.507, 2.597, -0.167]], "forces_ev_per_a": [[-1.2, -0.4, 0.1], [3.2, 3.3, -0.2], [-3.1, -2.3, 2.5], [1.5, 2.1, -0.8], [-2.5, -0.3, 3.5], [1.4, 0.7, -0.3], [-0.3, 1.7, -0.4], [-2.3, -0.8, -1.2], [1.5, 1.8, -1.2], [-0.2, -1.0, -0.6], [0.0, -2.3, 1.0], [0.1, -1.2, 0.5], [1.4, -0.6, 0.2], [-0.3, 0.6, -0.5], [1.0, -0.5, -0.3], [-2.4, -1.9, 0.4], [0.5, -0.8, -2.0], [-0.2, 1.6, -0.3], [2.1, 0.4, -0.4]], "mulliken_charge": [0.431, -0.027, 0.459, -1.462, -0.754, -0.581, -0.442, -0.489, -0.359, -0.118, 0.608, 0.436, 0.269, 0.273, 0.390, 0.487, 0.334, 0.257, 0.289]}

---

# 8
{"formula": "C5H8O6Tl", "method": "ωB97M-V with the def2-TZVPD basis set", "lumo_energy_ev": 2.5, "gap_ev": 7.71, "spin_multiplicity": 1, "total_charge": -1, "species": ["O", "C", "O", "O", "Tl", "O", "C", "O", "O", "C", "H", "H", "H", "C", "H", "H", "C", "H", "H", "H"], "xyz": [[-3.711, -0.058, -2.270], [-2.700, -0.616, -1.715], [-2.064, -1.515, -2.365], [-2.396, -0.306, -0.491], [-3.707, -1.617, -4.006], [0.986, 0.828, 1.140], [1.648, -0.177, 1.583], [1.404, -0.844, 2.583], [2.779, -0.356, 0.861], [3.548, -1.519, 1.114], [3.991, -1.490, 2.118], [2.931, -2.423, 1.015], [4.343, -1.530, 0.360], [-0.820, 0.758, 0.188], [-0.250, 0.347, -0.658], [-1.233, 0.532, 1.183], [-1.118, 2.219, -0.108], [-0.431, 2.605, -0.874], [-2.153, 2.332, -0.462], [-1.047, 2.828, 0.803]], "forces_ev_per_a": [[-0.9, 0.3, -0.7], [0.4, 0.7, 2.3], [0.5, -0.6, -0.5], [-0.2, 0.1, -1.0], [0.1, 0.1, 0.1], [0.1, 0.3, -0.2], [-1.3, 1.4, 0.7], [0.3, -0.6, -0.2], [1.0, -0.5, -0.8], [-0.1, 0.0, 0.2], [-0.1, -0.1, -0.2], [0.2, 0.2, 0.1], [-0.1, 0.0, 0.1], [-0.5, 1.2, -0.4], [-0.4, -0.9, 1.5], [0.8, -1.2, -1.1], [0.2, 0.1, 0.0], [-0.2, 0.0, 0.3], [0.2, -0.3, 0.0], [0.2, -0.2, -0.2]], "mulliken_charge": [-0.744, 0.776, -0.731, -0.615, 0.525, -0.660, 0.690, -0.662, -0.306, -0.601, 0.245, 0.264, 0.205, 0.168, 0.272, 0.271, -1.047, 0.258, 0.394, 0.297]}

---

# 9
{"formula": "C5H8OS", "method": "ωB97M-V with the def2-TZVPD basis set", "lumo_energy_ev": [-1.8, -1.8], "gap_ev": [6.87, 6.88], "de_lowest_ev": 3.210, "spin_multiplicity": 1, "species": ["C", "C", "C", "C", "C", "O", "S", "H", "H", "H", "H", "H", "H", "H", "H"], "xyz": [[1.090, 1.037, -0.384], [2.128, 0.103, -0.980], [0.038, 0.235, 0.199], [-0.841, 0.941, 1.246], [-0.566, -1.021, -0.175], [1.250, 2.224, -0.216], [2.505, -0.731, 0.618], [1.657, -0.514, -1.734], [2.914, 0.733, -1.412], [-1.112, 1.889, 0.729], [-0.234, 1.353, 2.160], [-1.873, 0.439, 1.570], [-0.256, -1.322, -1.146], [-1.600, -0.962, -0.306], [-0.006, -1.762, 0.433]], "forces_ev_per_a": [[2.2, -0.6, -0.7], [0.1, 1.1, -0.2], [-1.4, 0.8, 4.3], [-0.4, 1.0, 1.0], [2.6, -1.4, -1.4], [-0.6, 0.2, 0.1], [-1.8, 1.1, -0.9], [0.3, -0.5, -0.1], [0.1, -0.5, 0.2], [0.0, -0.3, 0.3], [-1.1, -1.0, -1.7], [2.7, 0.7, -0.7], [0.6, -0.3, -1.2], [-1.8, -0.3, 1.0], [-1.6, 0.0, 0.2]], "mulliken_charge": [0.505, -0.657, 0.592, -1.125, -1.406, -0.602, -0.186, 0.307, 0.386, 0.347, 0.281, 0.310, 0.354, 0.502, 0.394]}

---

# 10
{"formula": "C5H8OS2", "method": "ωB97M-V with the def2-TZVPD basis set", "lumo_energy_ev": 0.1, "gap_ev": 8.67, "de_lowest_ev": 4.817, "spin_multiplicity": 1, "species": ["C", "C", "C", "C", "C", "O", "S", "S", "H", "H", "H", "H", "H", "H", "H", "H"], "xyz": [[0.058, -2.776, -1.138], [-1.356, -0.046, 1.939], [0.672, -1.731, -0.176], [-1.932, -0.251, 0.910], [-4.009, 0.645, -0.311], [-3.470, -1.853, -0.630], [1.000, -0.187, -0.452], [-2.750, -0.575, -0.634], [0.698, -3.619, -1.114], [0.030, -2.311, -2.089], [-0.940, 0.400, 2.809], [-0.847, -3.007, -0.669], [0.944, -2.162, 0.702], [-4.498, 0.720, -1.283], [-3.823, 1.554, 0.155], [-4.702, 0.272, 0.511]], "forces_ev_per_a": [[1.8, 2.6, 1.4], [-0.2, 0.8, 0.2], [-0.4, 0.0, -3.2], [-0.7, -0.7, -0.6], [-2.2, -1.7, 0.6], [0.1, -0.4, 0.2], [0.0, 0.0, -0.2], [0.7, 0.7, 0.7], [0.6, -1.0, -0.1], [-0.6, 0.0, -1.0], [0.2, -0.4, 0.2], [-1.8, -0.6, 0.1], [0.7, -1.0, 2.9], [-0.4, 0.3, 0.3], [1.5, 2.0, 0.0], [0.6, -0.5, -1.4]], "mulliken_charge": [-0.930, 0.466, -0.207, -0.836, -1.038, -0.582, -0.177, 0.540, 0.392, 0.291, 0.392, 0.273, 0.364, 0.322, 0.412, 0.318]}

---

Total energy list, top to bottom, in eV: -11455.57940; -11454.97002; -12287.74918; -13503.36912; -13503.72874; -16499.81614; -26384.21354; -22293.72990; -18194.09264; -29027.86392
Largest force on an atom list, top to bottom, in eV Å⁻¹: 5.75; 2.63; 5.44; 4.74; 3.48; 4.88; 4.63; 2.42; 4.59; 3.49